No. 1
The following is a quantum chemistry calculation of a molecular structure, C31H33N4O6V in a non-equilibrium geometry, from the Open Molecules 2025 dataset.

Geometry as XYZ:
```
75
Properties=species:S:1:pos:R:3:forces:R:3
V -0.126397 0.444298 0.143942 -1.139 -2.020 -0.651
C -2.931316 -0.305210 -1.410010 0.075 0.076 0.231
C -2.179663 -1.234712 -2.332124 0.173 -0.056 -0.036
O -0.808320 -0.896828 -2.228793 -0.083 0.010 -0.108
C 0.062464 -1.814428 -2.855464 -0.176 0.007 -0.031
C 1.463420 -1.387183 -2.499220 0.104 0.045 0.166
O 1.596704 -1.097845 -1.110972 -0.037 -0.002 -0.103
C 1.865052 -2.192753 -0.246440 0.031 0.199 -0.060
C 0.609712 -2.821926 0.307903 -0.133 -0.015 0.079
O -0.279764 -1.799883 0.754498 -0.266 0.113 0.087
C -1.640182 -2.254190 0.856754 0.245 -0.085 0.032
C -2.543491 -1.052768 0.909313 0.034 0.291 -0.179
O -2.256263 -0.141419 -0.158819 -0.162 -0.118 0.007
H -3.945595 -0.668703 -1.240491 -0.060 0.023 -0.023
H -2.989102 0.691475 -1.844696 0.007 0.073 0.028
H -2.538836 -1.100721 -3.356616 -0.044 -0.028 -0.055
H -2.327144 -2.284700 -2.058480 0.025 -0.055 0.011
H -0.058501 -1.798705 -3.944154 -0.016 -0.019 -0.029
H -0.153032 -2.832189 -2.512139 -0.017 -0.034 0.015
H 1.704499 -0.459556 -3.015070 0.027 0.054 0.001
H 2.182833 -2.148098 -2.808465 0.055 -0.026 -0.007
H 2.465669 -1.793661 0.568521 0.041 0.031 0.022
H 2.449030 -2.958651 -0.760529 0.070 -0.038 -0.010
H 0.877846 -3.476254 1.140922 -0.029 -0.062 0.042
H 0.103819 -3.427743 -0.446404 -0.038 -0.001 -0.045
H -1.777163 -2.846569 1.762639 0.056 -0.083 0.077
H -1.861447 -2.888559 -0.002722 -0.015 -0.033 -0.073
H -2.356632 -0.482625 1.816825 -0.013 0.077 0.062
H -3.588570 -1.361667 0.889635 -0.073 -0.015 -0.048
C -6.831677 0.746846 -4.982095 -0.001 0.009 0.104
O -6.499220 0.858511 -3.604570 0.058 -0.096 -0.085
C -5.980079 2.036643 -3.178658 -0.036 -0.025 -0.026
C -5.780567 3.145744 -3.986018 0.084 0.222 -0.020
C -5.259628 4.311062 -3.424679 0.013 -0.065 -0.326
C -4.890032 4.371778 -2.096570 0.309 0.536 0.070
C -5.108626 3.251172 -1.287987 -0.100 0.050 0.148
C -5.656900 2.103757 -1.822954 0.055 0.063 0.106
N -4.458336 5.699448 -1.639643 -0.418 -0.727 0.538
N -3.697129 5.854701 -0.669641 0.570 -0.625 -0.683
C -2.934889 4.731031 -0.142316 -0.272 0.540 -0.159
C -2.944379 4.556023 1.206978 -0.052 -0.305 0.634
C -2.299661 3.469089 1.845499 -0.450 0.562 0.121
C -1.560649 2.578035 1.114160 0.482 -0.652 -0.279
O -0.969861 1.497222 1.592350 -0.319 0.682 0.038
C -1.386137 2.879759 -0.286819 0.268 -0.226 0.095
N -0.465930 2.088003 -0.940663 -0.713 1.157 -0.648
C -0.229053 2.311744 -2.218029 0.024 0.071 0.143
C -0.896861 3.306056 -2.944636 0.163 -0.084 -0.127
C -1.812386 4.095803 -2.314647 -0.186 0.118 0.246
C -2.080609 3.915804 -0.932913 0.091 0.162 -0.313
H -7.160854 -0.276145 -5.130786 -0.029 -0.025 0.008
H -5.964581 0.943833 -5.615199 0.030 0.004 -0.017
H -7.639907 1.429856 -5.246544 -0.020 0.031 -0.017
H -6.048782 3.132131 -5.032722 0.010 0.030 0.031
H -5.129553 5.197867 -4.035155 -0.059 -0.040 0.017
H -4.887405 3.287536 -0.230920 -0.011 -0.044 -0.006
H -5.865962 1.241317 -1.200092 0.001 0.069 -0.006
H -3.535309 5.251204 1.794474 0.061 -0.059 0.035
H -2.388933 3.329329 2.915377 -0.020 0.020 -0.034
H 0.527141 1.694864 -2.685341 -0.035 -0.082 -0.048
H -0.674052 3.442722 -3.994260 0.028 0.004 0.040
H -2.315916 4.873533 -2.870287 -0.045 0.064 0.038
N 1.599256 0.760753 0.931408 1.606 0.082 0.946
C 2.459250 0.685719 1.690438 0.656 0.290 0.292
C 3.539288 0.592011 2.643276 -0.403 -0.058 -0.246
C 4.826590 0.283442 2.209057 0.084 -0.019 -0.065
C 5.838378 0.143547 3.143986 -0.024 0.015 -0.020
C 5.562316 0.309986 4.495650 0.007 0.016 0.001
C 4.275650 0.616253 4.922123 0.001 0.025 -0.014
C 3.255997 0.761801 3.997526 -0.034 0.016 0.067
H 5.027070 0.163252 1.151772 -0.003 -0.008 0.035
H 6.842056 -0.095476 2.817498 -0.028 0.023 0.016
H 6.358537 0.208143 5.221916 -0.026 -0.022 -0.015
H 4.066508 0.743418 5.976021 0.015 0.010 -0.028
H 2.248631 1.007170 4.308287 0.027 -0.021 0.010
```
Forces are in eV/Å.

**E_HOMO (alpha / beta)**: -9.160 / -9.465 eV
**Calculated total energy**: -76608.840 eV
**2S+1**: 4
**LUMO (alpha / beta)**: -0.083 / -0.092 Ha
**Molar mass**: 608.57 g mol⁻¹
**Net charge**: +1


No. 2
The following is a quantum chemistry calculation of a molecular structure, C31H33N6Rh, from the Open Molecules 2025 dataset.

Geometry as XYZ:
```
71
Properties=species:S:1:pos:R:3:forces:R:3
Rh -0.259346 -0.258074 0.416073 0.237 0.055 0.308
C 2.614460 -0.135160 -1.263092 -0.032 -0.014 -0.012
N 2.021211 -0.118852 0.064142 0.053 0.026 0.022
C 2.788423 0.015242 1.082673 -0.063 0.065 -0.075
C 2.213001 0.058526 2.389472 -0.013 0.060 0.118
C 2.795988 0.165150 3.662227 -0.001 -0.016 -0.066
C 1.726264 0.158663 4.563883 0.042 0.027 0.075
C 0.561877 0.051439 3.784858 -0.032 0.057 -0.045
N 0.850484 -0.003518 2.480369 -0.036 -0.114 -0.179
C 3.070780 -1.519859 -1.653234 0.026 -0.079 -0.044
C 4.416730 -1.829394 -1.812665 -0.071 0.061 0.014
C 4.812505 -3.122452 -2.132938 0.071 -0.061 -0.017
C 3.862922 -4.120831 -2.289095 -0.048 0.049 0.015
C 2.514232 -3.817393 -2.129065 0.054 -0.068 -0.016
C 2.121194 -2.527001 -1.820052 -0.065 0.068 0.023
H 3.453776 0.571963 -1.337649 0.050 -0.058 0.022
H 1.837064 0.183958 -1.960427 0.031 0.062 -0.003
H 3.875234 0.121169 0.971575 0.007 -0.011 -0.001
H 3.852440 0.219623 3.886691 -0.002 0.008 -0.002
H 1.776154 0.213677 5.642468 0.006 0.002 -0.004
H -0.464685 0.010236 4.123208 -0.003 -0.024 -0.005
H 5.161113 -1.051172 -1.678670 0.008 -0.002 0.001
H 5.866277 -3.351161 -2.250120 -0.005 0.004 -0.001
H 4.169839 -5.133270 -2.524254 0.005 -0.002 -0.001
H 1.763797 -4.592466 -2.222656 -0.012 0.008 0.009
H 1.074644 -2.290439 -1.660917 0.009 -0.007 -0.016
C -1.622355 2.428977 1.119792 -0.012 -0.055 0.008
N -1.857335 3.879811 1.069911 -0.012 0.033 0.024
C -2.018759 4.259232 -0.335592 0.012 0.001 0.008
N -0.836233 3.934138 -1.138352 0.000 -0.020 -0.012
C -0.620713 2.481453 -1.046404 -0.001 0.020 0.028
N -0.419361 2.049948 0.351699 0.051 0.028 -0.121
C 0.729296 2.778085 0.906236 0.008 -0.015 0.018
N 0.541526 4.235805 0.848812 0.001 -0.003 0.027
C -0.676786 4.557810 1.597606 -0.002 -0.004 -0.007
C 0.316010 4.608693 -0.548236 -0.004 0.019 -0.011
H -2.472906 1.895782 0.695734 0.010 -0.008 0.005
H -1.472781 2.112101 2.153279 -0.018 0.003 -0.002
H -2.198602 5.337982 -0.393906 -0.003 -0.002 0.005
H -2.878571 3.727481 -0.746595 0.001 0.001 0.001
H 0.266862 2.210289 -1.622453 0.003 -0.006 0.013
H -1.481444 1.941348 -1.440156 0.001 -0.009 -0.004
H 1.619155 2.508712 0.334991 -0.008 0.001 -0.001
H 0.872000 2.463748 1.940624 0.006 0.007 -0.010
H -0.838636 5.640200 1.556090 0.001 0.001 -0.003
H -0.534189 4.260774 2.639270 -0.001 -0.004 -0.002
H 1.207998 4.352767 -1.126547 0.000 -0.001 -0.003
H 0.160482 5.691680 -0.601611 0.000 -0.003 -0.001
C -1.851413 -0.254816 -0.429917 -0.352 -0.254 -0.107
C -3.049314 -0.246896 -1.033864 0.207 0.199 0.109
C -3.217221 -0.270578 -2.490875 -0.007 -0.009 -0.165
C -4.451511 -0.167472 -3.077463 0.063 0.002 0.039
C -5.646701 -0.038889 -2.341381 -0.065 0.027 -0.017
C -5.518241 -0.034891 -0.936164 0.070 -0.001 0.007
C -4.312567 -0.134438 -0.293566 -0.131 -0.026 0.057
H -2.328509 -0.375217 -3.105741 -0.012 -0.013 0.000
H -4.498661 -0.191941 -4.165495 -0.011 -0.002 -0.002
H -6.611762 0.033894 -2.827771 0.000 -0.004 0.005
H -6.413816 0.044168 -0.321286 -0.011 0.000 -0.010
H -4.272361 -0.143021 0.791020 0.002 -0.011 -0.005
C -0.121027 -5.133142 0.804376 -0.023 0.003 -0.017
C 0.862099 -4.309497 1.337311 0.010 0.007 -0.008
C 0.776382 -2.928373 1.201982 0.049 0.029 0.064
C -0.279946 -2.275086 0.535365 -0.042 -0.049 0.073
C -1.264897 -3.146442 0.025202 0.000 0.046 -0.111
C -1.188919 -4.529707 0.147735 0.038 -0.021 0.004
H -0.061945 -6.212953 0.902019 0.003 0.001 0.001
H 1.710430 -4.739785 1.863600 -0.005 -0.015 -0.006
H 1.572583 -2.336158 1.641031 -0.033 -0.001 -0.011
H -2.113721 -2.721814 -0.496588 0.000 0.018 0.018
H -1.980014 -5.142378 -0.276510 0.000 -0.006 0.003
```
Forces are in eV/Å.

**E_HOMO**: 1.372 eV
**Energy relative to the best compared isomer or geometry (same formula, charge and spin)**: 87.4 kJ/mol
**Calculated total energy**: -44627.933 eV
**LUMO**: 0.169 Ha
**Molar mass**: 592.55 g mol⁻¹
**Net charge**: -2